1.
Here is an isolated ion of composition C5H4Cl2N4 and charge +2 from the OMol25 dataset. Energies are from ωB97M-V with the def2-TZVPD basis set.

Results
**SMILES**: ClC1=NC=[NH+]C2=[NH+]C=N[C@@]12Cl
**HOMO energy**: -19.863 eV
**Kohn-Sham gap**: 8.2323 eV
**Total charge**: +2
**Largest force on an atom**: 0.02475 Eh/bohr

Each line ends with the Mulliken charge.
Cartesian coordinates (Å):
C (-2.039, 0.893, -0.545)  -0.267
C (1.925, -0.364, 0.816)  -0.036
C (1.104, -0.495, -1.349)  0.354
C (-0.334, 0.131, 0.630)  0.318
C (-0.319, -0.389, -0.792)  0.564
N (-1.417, 0.218, -1.415)  -0.346
N (2.079, -0.532, -0.451)  -0.303
N (-1.418, 0.867, 0.734)  0.054
N (0.730, -0.065, 1.418)  -0.012
Cl (1.405, -0.590, -2.946)  0.141
Cl (-0.525, -2.254, -0.778)  0.058
H (-2.942, 1.455, -0.731)  0.426
H (2.814, -0.406, 1.444)  0.456
H (-1.784, 1.356, 1.550)  0.266
H (0.721, 0.176, 2.415)  0.328

2.
Here is C5H4Cl3N3 as an isolated structure from the OMol25 dataset. Energies are from ωB97M-V with the def2-TZVPD basis set.

Results
**HOMO energy (spin up / spin down)**: -8.575 / -9.067 eV
**Kohn-Sham gap (spin up / spin down)**: 7.3063 / 7.2812 eV
**Largest force on an atom**: 0.08460 Eh/bohr

Each line ends with the Mulliken charge.
Cartesian coordinates (Å):
C (-1.801, -0.077, -0.756)  -0.216
C (-2.059, -0.301, 0.606)  -0.328
C (-0.575, 0.402, -1.212)  -0.366
C (-0.956, -0.133, 1.500)  -0.367
C (0.380, 0.704, -0.255)  0.875
N (0.206, 0.362, 1.063)  -0.526
N (1.432, 1.454, -0.580)  -0.509
N (2.216, -1.274, -0.684)  -0.074
Cl (2.617, 1.668, 0.524)  -0.001
Cl (3.763, -0.722, -0.861)  0.003
Cl (1.948, -1.534, 0.947)  0.062
H (-2.680, -0.334, -1.289)  0.373
H (-3.139, -0.515, 0.792)  0.313
H (-0.199, 0.675, -2.268)  0.294
H (-1.154, -0.374, 2.472)  0.466

3.
Here is C5H4ClFO as an isolated structure from the OMol25 dataset. Energies are from ωB97M-V with the def2-TZVPD basis set.

Results
**HOMO energy**: -9.081 eV
**Kohn-Sham gap**: 7.6357 eV
**Largest force on an atom**: 0.14964 Eh/bohr

Each line ends with the Mulliken charge.
Cartesian coordinates (Å):
C (0.163, 0.374, 1.644)  0.141
C (-1.082, 0.200, 1.007)  -0.416
C (-1.086, 0.126, -0.436)  0.007
C (0.060, 0.089, -1.279)  0.011
C (1.223, -0.694, -1.154)  0.126
H (1.333, 0.214, 1.280)  0.271
H (-2.126, 0.498, 1.836)  0.219
H (-2.086, 0.452, -0.810)  0.306
H (1.922, -1.020, -2.038)  0.346
O (1.836, -1.125, -0.084)  -0.574
F (0.216, 0.631, 3.003)  -0.225
Cl (-0.372, 0.256, -2.969)  -0.212

4.
Here is one molecule with the formula C5H4ClFO from the OMol25 dataset. Energies are from ωB97M-V with the def2-TZVPD basis set.

Results
**SMILES**: C#C[C@@]1([C@@H](F)Cl)CO1
**HOMO energy**: -10.308 eV
**Kohn-Sham gap**: 11.1112 eV
**Largest force on an atom**: 0.11945 Eh/bohr

Each line ends with the Mulliken charge.
Cartesian coordinates (Å):
C (-1.171, -0.602, 0.567)  0.049
C (0.186, -0.222, 0.215)  0.958
C (0.953, -1.071, -0.821)  -0.505
C (0.462, 1.291, 0.167)  -0.959
C (0.452, 2.531, 0.139)  -0.123
H (-1.256, -1.675, 0.621)  0.347
H (1.795, -0.560, -1.228)  0.309
H (0.549, -1.895, -1.397)  0.234
H (0.714, 3.504, -0.011)  0.517
O (1.149, -1.212, 0.575)  -0.424
F (-1.507, -0.141, 1.821)  -0.243
Cl (-2.325, 0.054, -0.647)  -0.160

5.
Here is one molecule with the formula C5H4ClN3 from the OMol25 dataset. Energies are from ωB97M-V with the def2-TZVPD basis set.

Results
**SMILES**: Cc1n[nH]c(C#N)c1Cl
**HOMO energy (spin up / spin down)**: -8.734 / -8.734 eV
**Kohn-Sham gap (spin up / spin down)**: 8.4983 / 8.4972 eV
**Largest force on an atom**: 0.13285 Eh/bohr

Each line ends with the Mulliken charge.
Cartesian coordinates (Å):
C (-2.785, -0.769, -0.029)  0.320
C (-1.405, -0.712, 0.111)  0.100
C (-0.440, 0.860, 0.185)  0.222
C (0.756, 0.261, 0.136)  0.430
C (2.066, 0.873, -0.160)  -0.972
N (-3.935, -0.782, -0.129)  -0.428
N (0.789, -1.076, 0.236)  -0.779
N (-0.454, -1.602, 0.238)  0.257
Cl (-1.102, 2.405, 0.105)  -0.160
H (2.050, 0.788, -1.353)  0.200
H (2.068, 1.928, 0.260)  0.292
H (2.989, 0.372, 0.105)  0.326
H (-0.598, -2.548, 0.295)  0.192

6.
Here is a 2-piece molecular cluster, C5H4F2N3O2 overall from the OMol25 dataset. Energies are from ωB97M-V with the def2-TZVPD basis set.

Results
**HOMO energy**: -3.483 eV
**Kohn-Sham gap**: 5.1480 eV
**Total charge**: -1
**Largest force on an atom**: 0.03020 Eh/bohr

Each line ends with the Mulliken charge.
Cartesian coordinates (Å):
C (-0.868, 0.556, -2.165)  1.162
H (0.840, 0.159, -3.411)  0.207
C (0.633, 0.785, -2.473)  0.307
C (-1.686, 1.732, -1.775)  0.055
N (-2.558, 2.461, -1.563)  -0.495
C (-1.063, -0.565, -1.154)  -1.602
H (-2.133, -0.792, -1.080)  0.401
H (-0.508, -1.455, -1.478)  0.454
H (-0.681, -0.217, -0.188)  0.404
C (1.573, 0.312, -1.450)  -0.093
N (2.389, -0.276, -0.878)  -0.343
N (0.980, 2.176, -2.922)  0.938
O (1.928, 2.713, -2.402)  -0.564
O (0.357, 2.616, -3.860)  -0.532
F (-1.428, 0.107, -3.382)  -0.321
F (1.223, -4.097, -1.083)  -0.978

Question: Look up the largest force on an atom of the fifth one.
Answer: 0.13285 Eh/bohr